Arrangement A

DFT (the ωB97M-V functional and the def2-TZVPD basis) results for one molecule with the formula C2H3Cl2F.

Each line ends with the Mulliken charge.
Element x y z (Å)
C1 0.359 -0.702 0.231  -1.2087
C2 -0.229 0.666 -0.137  0.7467
H1 0.848 -0.560 1.112  0.3742
H2 -0.269 -1.647 0.376  0.2972
H3 1.123 -1.023 -0.471  0.3341
F1 0.052 1.608 0.757  -0.1937
Cl1 0.213 1.117 -1.670  -0.1350
Cl2 -2.098 0.541 -0.198  -0.2150

Computed properties:
HOMO-LUMO gap = 11.730 eV



Arrangement B

DFT (the ωB97M-V functional and the def2-TZVPD basis) results for one molecule with the formula C2H3Cl2F.

Each line ends with the Mulliken charge.
Element x y z (Å)
C1 0.027 1.709 -0.543  -1.1492
C2 0.087 0.162 0.117  0.5668
H1 0.170 1.769 -1.469  0.4362
H2 -0.772 2.262 0.031  0.3290
H3 0.856 2.278 0.040  0.3140
F1 -0.113 0.241 1.381  -0.1784
Cl1 1.607 -0.590 -0.218  -0.1144
Cl2 -1.603 -0.569 -0.280  -0.2039

Computed properties:
HOMO-LUMO gap = 11.640 eV



Which of them is most stable? Easy: arrangement A.



Arrangement A

DFT (the ωB97M-V functional and the def2-TZVPD basis) results for one molecule with the formula CH2O4S2.

Each line ends with the Mulliken charge.
Element x y z (Å)
C1 1.751 0.013 0.152  -0.5784
O1 -0.257 -0.941 1.351  -0.6139
O2 0.459 -2.096 -0.766  -0.5121
O3 -2.483 2.063 -0.037  -0.3123
O4 -1.235 0.070 -0.824  -0.3700
S1 0.402 -0.918 0.054  1.0439
S2 -2.444 0.671 -0.234  0.7683
H1 1.808 0.589 1.086  0.3032
H2 2.001 0.548 -0.783  0.2713

Computed properties:
HOMO-LUMO gap (alpha / beta) = 6.900 / 6.898 eV



Arrangement B

DFT (the ωB97M-V functional and the def2-TZVPD basis) results for a 2-piece molecular cluster, CH2O4S2 overall.

Each line ends with the Mulliken charge.
Element x y z (Å)
C1 -1.690 -0.165 0.315  -0.6004
O1 -0.323 2.095 0.964  -0.5303
O2 -0.262 1.096 -1.399  -0.5077
O3 2.297 -1.674 -1.259  -0.3324
O4 1.435 -0.130 0.564  -0.3063
S1 -0.552 1.036 0.005  1.0050
S2 2.472 -0.883 -0.077  0.6682
H1 -1.980 -0.447 1.297  0.3413
H2 -1.397 -0.927 -0.410  0.2626

Computed properties:
HOMO-LUMO gap = 7.699 eV



Which of them is most stable? Easy: arrangement B.



Arrangement A

DFT (the ωB97M-V functional and the def2-TZVPD basis) results for a 2-piece molecular cluster, H3OS2 overall.

Each line ends with the Mulliken charge.
Element x y z (Å)
O1 -2.022 -0.098 -0.394  -0.6574
H1 -1.306 0.542 -0.162  0.3245
S1 1.576 -1.402 0.251  -0.6714
S2 1.271 0.746 -0.067  -0.4191
H2 -1.431 -0.837 -0.757  0.3163
H3 1.912 1.049 1.129  0.1071

Computed properties:
HOMO-LUMO gap = 6.365 eV
Net charge = -1



Arrangement B

DFT (the ωB97M-V functional and the def2-TZVPD basis) results for a 2-piece molecular cluster, H3OS2 overall.

Each line ends with the Mulliken charge.
Element x y z (Å)
O1 0.390 1.450 -1.456  -0.6301
H1 0.328 0.498 -1.376  0.3261
S1 -1.666 -1.075 1.186  -0.7061
S2 0.136 -1.751 1.902  -0.3240
H2 -0.206 1.675 -2.146  0.2929
H3 1.017 -0.796 1.890  0.0412

Computed properties:
HOMO-LUMO gap = 5.859 eV
Net charge = -1



Which of them is most stable? Easy: arrangement A.



Arrangement A

DFT (the ωB97M-V functional and the def2-TZVPD basis) results for a 6-piece molecular cluster, C24H42N6 overall.

Each line ends with the Mulliken charge.
Element x y z (Å)
C1 28.919 -8.365 20.966  -1.3646
C2 28.029 -7.848 19.843  0.2397
C3 28.809 -7.125 18.754  -0.5915
C4 27.928 -6.423 17.813  0.2017
N1 27.225 -5.835 17.111  -0.4688
H1 29.331 -9.334 20.686  0.3313
H2 28.331 -8.489 21.875  0.3386
H3 29.736 -7.680 21.197  0.3408
H4 27.225 -7.193 20.182  0.2312
H5 27.550 -8.705 19.365  -0.0108
H6 29.465 -7.775 18.169  0.3489
H7 29.476 -6.341 19.135  0.3986
C5 24.538 -4.542 24.020  -1.0951
C6 23.416 -5.500 23.659  -0.5497
C7 23.771 -6.433 22.496  0.1749
C8 24.896 -7.311 22.783  0.2480
N2 25.781 -8.002 23.007  -0.4777
H8 25.509 -5.034 23.900  0.3166
H9 24.444 -4.198 25.044  0.3332
H10 24.569 -3.719 23.304  0.2815
H11 22.539 -4.925 23.361  0.3296
H12 23.156 -6.124 24.514  0.3467
H13 24.009 -5.878 21.582  -0.2646
H14 22.897 -7.035 22.231  0.3714
C9 17.729 -0.832 19.619  -1.1688
C10 19.173 -1.120 19.239  -0.3600
C11 19.316 -1.510 17.754  -0.1027
C12 18.689 -0.504 16.891  0.1683
N3 18.221 0.298 16.218  -0.4253
H15 17.656 -0.423 20.626  0.3228
H16 17.117 -1.736 19.571  0.3111
H17 17.274 -0.098 18.950  0.3553
H18 19.540 -1.951 19.841  0.2617
H19 19.794 -0.235 19.393  0.3113
H20 18.773 -2.445 17.602  0.2727
H21 20.353 -1.570 17.434  0.0524
C13 24.341 -8.362 18.121  -0.1619
C14 24.141 -9.380 17.014  -0.6424
C15 25.144 -9.233 15.861  -0.4052
C16 26.515 -9.404 16.293  0.2875
N4 27.595 -9.530 16.670  -0.4658
H22 25.309 -8.513 18.615  0.0209
H23 23.594 -8.447 18.912  0.3895
H24 24.365 -7.332 17.767  -0.2679
H25 23.156 -9.240 16.555  0.3290
H26 24.141 -10.395 17.412  0.3289
H27 25.023 -8.256 15.391  0.2085
H28 24.912 -9.979 15.100  0.3421
C17 26.511 -0.407 15.929  -1.0167
C18 27.792 -0.790 15.231  -0.3720
C19 28.841 0.314 15.237  -0.3646
C20 29.976 -0.031 14.370  0.1419
N5 30.855 -0.321 13.695  -0.3950
H29 25.805 -1.238 15.937  0.1126
H30 26.033 0.408 15.373  0.3227
H31 26.597 -0.045 16.955  0.3435
H32 27.582 -1.044 14.187  0.3099
H33 28.237 -1.718 15.605  0.3541
H34 29.248 0.500 16.232  0.2900
H35 28.406 1.242 14.857  0.2820
C21 23.654 -4.428 18.950  -0.9595
C22 23.080 -4.327 17.543  -0.1668
C23 24.160 -4.531 16.490  0.9801
C24 23.556 -4.645 15.148  -0.0051
N6 23.086 -4.717 14.100  -0.5181
H36 24.654 -3.973 19.003  0.3254
H37 23.771 -5.448 19.314  -0.0418
H38 23.085 -3.849 19.681  0.4310
H39 22.632 -3.342 17.414  0.2179
H40 22.308 -5.092 17.445  0.3478
H41 24.738 -5.435 16.657  -0.4698
H42 24.803 -3.652 16.429  -0.1213

Computed properties:
HOMO-LUMO gap = 11.520 eV



Arrangement B

DFT (the ωB97M-V functional and the def2-TZVPD basis) results for a 6-piece molecular cluster, C24H42N6 overall.

Each line ends with the Mulliken charge.
Element x y z (Å)
C1 6.634 13.556 24.384  -1.0262
C2 6.714 14.414 25.639  0.0685
C3 5.964 13.885 26.862  -0.5910
C4 4.509 13.938 26.759  0.1880
N1 3.364 13.983 26.709  -0.4119
H1 7.133 14.062 23.558  0.1638
H2 5.625 13.256 24.102  0.4419
H3 7.186 12.617 24.517  0.2076
H4 6.436 15.444 25.403  0.1197
H5 7.763 14.507 25.933  0.1993
H6 6.265 14.506 27.708  0.3177
H7 6.263 12.857 27.075  0.3133
C5 3.806 21.919 25.653  -0.7863
C6 3.391 21.344 26.997  -0.4641
C7 4.616 20.952 27.828  -0.3357
C8 5.403 22.096 28.250  0.3154
N2 6.004 23.015 28.595  -0.4351
H8 2.934 22.074 25.021  0.3524
H9 4.526 21.281 25.135  -0.1157
H10 4.335 22.872 25.748  0.3877
H11 2.775 20.465 26.818  0.3332
H12 2.818 22.119 27.508  0.2936
H13 5.215 20.258 27.224  0.1064
H14 4.388 20.308 28.682  0.3137
C9 6.868 23.642 20.651  -0.9169
C10 8.075 23.251 19.816  -0.3534
C11 8.138 23.987 18.475  -0.4856
C12 8.511 25.391 18.625  0.2296
N3 8.799 26.493 18.761  -0.4122
H15 6.829 24.715 20.858  0.3729
H16 6.858 23.139 21.616  0.0893
H17 5.938 23.363 20.152  0.2747
H18 7.981 22.183 19.590  0.2195
H19 9.021 23.320 20.356  0.3659
H20 7.138 23.948 18.035  0.2591
H21 8.828 23.489 17.795  0.3238
C13 7.499 18.157 22.258  -1.2157
C14 7.402 18.553 23.724  -0.0938
C15 7.188 20.037 23.965  -0.1841
C16 6.188 20.635 23.061  0.0438
N4 5.411 21.121 22.369  -0.4267
H22 6.657 18.530 21.667  0.3254
H23 7.530 17.078 22.131  0.3108
H24 8.380 18.583 21.761  0.2889
H25 8.272 18.196 24.274  0.3522
H26 6.573 17.964 24.135  0.0752
H27 8.102 20.601 23.743  0.3504
H28 6.875 20.301 24.975  0.2345
C17 0.750 20.754 19.185  -1.1943
C18 2.163 20.186 19.175  -0.5363
C19 2.960 20.397 20.459  -0.0910
C20 2.627 19.481 21.546  0.2365
N5 2.349 18.764 22.397  -0.5090
H29 0.386 20.756 18.159  0.3544
H30 0.741 21.789 19.536  0.3240
H31 0.087 20.188 19.838  0.3174
H32 2.714 20.709 18.388  0.3359
H33 2.115 19.143 18.859  0.3244
H34 2.763 21.400 20.846  0.2258
H35 4.024 20.323 20.247  0.2158
C21 10.467 12.260 25.366  -0.6192
C22 11.344 12.860 24.252  -0.4973
C23 10.556 13.585 23.171  -0.6382
C24 9.905 14.800 23.606  0.2760
N6 9.382 15.750 23.982  -0.3381
H36 10.594 11.181 25.448  0.3254
H37 9.407 12.426 25.161  -0.1141
H38 10.689 12.690 26.341  0.2829
H39 11.938 12.092 23.755  0.3353
H40 12.106 13.500 24.702  0.3327
H41 9.782 12.886 22.826  0.2878
H42 11.168 13.733 22.281  0.3791

Computed properties:
HOMO-LUMO gap = 11.631 eV



Which of them is most stable? Easy: arrangement A.